No. 1
# C28H40KN5O3PS2

A molecular structure, C28H40KN5O3PS2 (ωB97M-V with the def2-TZVPD basis set, the Open Molecules 2025 dataset).

Last column: Mulliken charge in e.
CARTESIAN COORDINATES (ANGSTROEM)
K  -0.10645  -0.62456  0.19005  1.569
C  1.61801  0.70163  2.83295  -1.185
C  2.85942  -0.17560  2.86856  -1.432
C  3.25247  -0.96957  1.64357  0.767
C  4.33452  -1.84401  1.75372  -0.826
C  4.75187  -2.55601  0.64906  -0.681
C  4.06766  -2.38926  -0.54846  -0.936
C  2.99800  -1.51878  -0.56682  -0.358
N  2.59266  -0.81091  0.49834  0.510
N  0.31493  0.03744  2.68973  0.970
C  0.12254  -1.10188  3.58747  -0.953
C  0.72244  -2.40106  3.08113  0.492
C  1.46959  -3.20016  3.93814  -0.943
C  1.97853  -4.40091  3.47476  -0.483
C  1.72821  -4.76657  2.16238  -0.867
C  0.96899  -3.91250  1.38193  -0.131
N  0.46796  -2.75604  1.81776  -0.032
C  -0.71828  1.06172  2.88878  -0.929
C  -2.14114  0.59398  2.68434  0.017
C  -3.12256  0.97202  3.58775  -0.735
C  -4.43570  0.58986  3.35522  -0.731
C  -4.71784  -0.17437  2.23961  -0.695
C  -3.67094  -0.51988  1.39878  -0.554
N  -2.41075  -0.14033  1.59966  0.919
H  1.63083  1.27486  3.77447  0.444
H  1.70606  1.43133  2.02246  0.310
H  3.69329  0.49450  3.09945  0.707
H  2.80958  -0.86105  3.71730  0.306
H  4.84062  -1.94993  2.70502  0.497
H  5.59544  -3.23070  0.71359  0.422
H  4.35369  -2.92353  -1.44336  0.492
H  2.43409  -1.36071  -1.48221  0.503
H  0.50076  -0.89412  4.59905  0.232
H  -0.95251  -1.26699  3.68631  0.491
H  1.65061  -2.87891  4.95609  0.435
H  2.56202  -5.03833  4.12601  0.444
H  2.10525  -5.69236  1.75145  0.447
H  0.74774  -4.17179  0.35155  0.422
H  -0.64442  1.49915  3.89623  0.340
H  -0.51871  1.87568  2.18214  0.312
H  -2.86313  1.55931  4.45873  0.475
H  -5.22118  0.88136  4.03992  0.432
H  -5.72431  -0.49477  2.01196  0.468
H  -3.85834  -1.11671  0.51641  0.337
S  -4.41073  1.05675  -1.66482  -0.275
C  -3.49279  2.38574  -1.36042  0.115
N  -2.89165  3.15684  -2.27692  -0.212
C  -1.90745  4.11426  -1.80652  -0.062
C  -2.37241  4.50083  -0.41163  -0.704
S  -3.08330  2.96361  0.25340  -0.010
H  -2.86338  2.81513  -3.22699  0.295
H  -1.86825  4.97499  -2.47298  0.422
H  -0.91411  3.65181  -1.76857  -0.217
H  -3.14974  5.26247  -0.44220  0.337
H  -1.55526  4.83984  0.22010  0.400
C  -0.36777  2.67712  -5.92382  -1.281
C  -0.27972  1.35704  -5.19621  -0.128
O  -0.93760  1.50793  -3.91158  0.059
P  -0.69578  0.48478  -2.69452  -0.048
O  -0.74174  -0.92430  -3.49378  -0.450
C  -1.02768  -2.15303  -2.80971  0.002
C  -2.40680  -2.17660  -2.17904  -0.554
O  0.94967  0.53309  -2.50055  -0.451
C  1.49279  1.78526  -2.04664  0.259
C  3.00024  1.74639  -2.14406  -1.414
H  0.10617  2.59028  -6.90142  0.410
H  0.13948  3.46503  -5.36566  0.289
H  -1.40775  2.96770  -6.07356  0.312
H  0.75680  1.05832  -5.03185  0.255
H  -0.78492  0.56274  -5.74385  0.289
H  -0.24164  -2.35847  -2.07263  -0.131
H  -0.94670  -2.92843  -3.56877  0.393
H  -2.52895  -1.39488  -1.42699  -0.301
H  -2.58064  -3.14798  -1.71364  0.451
H  -3.16793  -2.01177  -2.94078  0.369
H  1.17473  1.97548  -1.01291  0.042
H  1.10009  2.59395  -2.67008  0.336
H  3.41807  0.98624  -1.48858  0.165
H  3.40848  2.71548  -1.85426  0.416
H  3.30668  1.53585  -3.16851  0.331

Computed properties:
- relative energy (zero: lowest compared OMol25 entry of this formula, charge and spin) (kJ/mol) = 0.00
- net charge = +1
- 2S+1 = 1

---

No. 2
# C7H13OP

A single C7H13OP molecule at a distorted geometry (ωB97M-V with the def2-TZVPD basis set, the Open Molecules 2025 dataset).

Last column: Mulliken charge in e.
CARTESIAN COORDINATES (ANGSTROEM)
C  -0.83512  -2.11535  2.46934  -0.827
C  -0.02401  -1.50073  1.64094  -0.062
C  0.42098  -1.92406  0.41623  -0.049
C  0.31713  -1.15961  -0.66127  0.314
C  0.85346  -1.42894  -2.07983  -1.675
P  -0.57652  0.49602  -0.62619  0.294
O  -1.14125  0.84453  -1.97764  -0.696
C  0.59122  1.88694  -0.26353  -0.204
C  -0.36224  3.01616  0.06145  -1.214
H  -1.07202  -3.21276  2.17354  0.245
H  -1.01705  -1.43235  3.30690  0.296
H  0.15080  -0.41454  1.77322  0.347
H  0.65087  -3.01267  0.28741  0.312
H  0.94903  -2.43135  -2.28709  0.456
H  1.82892  -0.92879  -2.16700  0.292
H  0.28079  -0.94056  -2.76007  0.460
H  -1.47826  0.36847  0.42402  0.158
H  1.20232  1.68376  0.72001  0.251
H  1.16319  2.07030  -1.19691  0.342
H  -0.00530  4.06217  0.06574  0.335
H  -1.25308  3.09216  -0.52104  0.351
H  -0.64386  2.98121  1.20176  0.273

Computed properties:
- relative energy (zero: lowest compared OMol25 entry of this formula, charge and spin) (kJ/mol) = 158.91
- 2S+1 = 1

---

No. 3
# C14H21CoN2O2S4

A molecular structure, C14H21CoN2O2S4 (ωB97M-V with the def2-TZVPD basis set, the Open Molecules 2025 dataset).

Last column: Mulliken charge in e.
CARTESIAN COORDINATES (ANGSTROEM)
Co  -0.24433  0.62614  0.00481  0.431
C  2.66575  1.02245  -1.33796  -0.506
C  1.83720  0.71827  -2.57248  -0.831
S  0.04211  0.82081  -2.31813  0.078
C  -0.33480  2.56206  -2.59398  -0.875
C  0.13005  3.48194  -1.48511  -0.485
S  -0.67030  2.91406  0.03123  0.086
C  0.46376  3.42109  1.33998  -0.397
C  0.08016  2.62213  2.57080  -0.825
S  0.03475  0.82772  2.32044  0.069
C  1.74187  0.30834  2.59381  -0.835
C  2.69509  0.68574  1.47857  -0.571
S  2.03085  -0.04628  -0.03139  0.171
H  2.59901  2.05860  -1.01442  0.098
H  3.71467  0.78607  -1.52314  0.530
H  1.99230  -0.31090  -2.89817  0.475
H  2.10314  1.37382  -3.40198  0.490
H  -1.42373  2.57252  -2.67875  0.464
H  0.07460  2.85911  -3.55984  0.519
H  -0.19764  4.50112  -1.69487  0.513
H  1.20832  3.49267  -1.34428  0.230
H  0.33370  4.48606  1.53913  0.526
H  1.48590  3.25585  1.00703  0.060
H  -0.93716  2.86217  2.88350  0.469
H  0.74359  2.84037  3.40807  0.469
H  1.66287  -0.77641  2.69023  0.458
H  2.06890  0.70465  3.55536  0.519
H  3.68117  0.26219  1.67379  0.519
H  2.80551  1.75937  1.34540  0.274
O  -2.08003  0.52981  -0.04586  -0.369
N  -2.56856  -0.68547  -0.04377  -0.478
N  -1.69282  -1.55536  0.00079  1.021
O  -0.40115  -1.19632  0.04685  -0.512
C  -2.00599  -2.98038  0.00416  0.633
C  -0.95559  -3.87674  -0.01157  -0.429
C  -1.24904  -5.23372  -0.01105  -0.604
C  -2.56716  -5.66088  0.00609  -0.513
C  -3.60349  -4.73508  0.02146  -0.570
C  -3.33215  -3.37813  0.02071  -0.396
H  0.06560  -3.52657  -0.02816  0.419
H  -0.44249  -5.95384  -0.02554  0.388
H  -2.79147  -6.71896  0.00811  0.413
H  -4.63169  -5.06922  0.03560  0.405
H  -4.13126  -2.65089  0.03458  0.468

Computed properties:
- relative energy (zero: lowest compared OMol25 entry of this formula, charge and spin) (kJ/mol) = 13.91
- net charge = +2
- 2S+1 = 1

---

No. 4
# C4H8ClN

2 unconnected molecules or ions with the total composition C4H8ClN at a distorted geometry (ωB97M-V with the def2-TZVPD basis set, the Open Molecules 2025 dataset).

Last column: Mulliken charge in e.
CARTESIAN COORDINATES (ANGSTROEM)
C  1.30935  0.62134  -0.26531  0.516
C  2.66666  1.00465  0.26005  -0.994
C  -2.11478  -1.44434  0.27254  -0.770
C  -2.06214  -0.21777  -0.54373  -0.296
N  1.01191  -0.22395  -1.08718  -0.521
Cl  -1.73626  1.25161  0.16967  -0.165
H  0.49081  1.23784  0.20408  0.098
H  3.42280  0.35907  -0.17847  0.302
H  2.68206  0.90277  1.34328  0.282
H  2.87407  2.04105  0.00252  0.288
H  -3.14697  -1.78579  0.40365  0.294
H  -1.56798  -2.24661  -0.22423  0.262
H  -1.68642  -1.27615  1.25773  0.293
H  -2.14311  -0.22374  -1.61460  0.411

Computed properties:
- relative energy (zero: lowest compared OMol25 entry of this formula, charge and spin) (kJ/mol) = 300.66
- 2S+1 = 1

---

No. 5
# C13H21N4O8PS2

A molecular structure, C13H21N4O8PS2 at a distorted geometry (ωB97M-V with the def2-TZVPD basis set, the Open Molecules 2025 dataset).

Last column: Mulliken charge in e.
CARTESIAN COORDINATES (ANGSTROEM)
C  -2.89498  2.11704  -2.46829  -1.090
S  -1.11234  2.27526  -2.72669  1.392
O  -0.69435  1.24613  -3.62767  -0.608
O  -0.86380  3.61878  -3.16872  -0.707
C  -0.40387  2.09007  -1.08856  -0.429
C  -0.36746  3.18626  -0.31215  -0.455
C  0.14488  3.14097  1.03101  -0.027
P  0.12249  4.75003  1.91644  1.027
O  0.51208  4.67067  3.31218  -0.621
O  -1.39731  5.28716  1.68700  -0.537
O  1.05168  5.75230  1.07215  -0.500
C  0.60184  1.97989  1.58376  -0.298
O  1.03982  1.96298  2.86694  -0.487
C  0.59666  0.80394  0.77066  0.366
N  1.01243  -0.41493  1.15503  -0.571
S  0.76703  -1.32231  -0.15379  0.276
N  0.11213  -0.30553  -1.21817  -0.454
C  0.08744  0.86604  -0.55848  1.007
H  -3.26682  3.08000  -2.11014  0.399
H  -3.36338  1.74909  -3.38344  0.436
H  -3.04042  1.38164  -1.66537  0.306
H  -0.75063  4.12665  -0.70836  0.540
H  -1.92717  4.47833  1.61545  0.386
H  0.76239  5.74823  0.14628  0.353
H  2.00593  1.92940  2.87602  0.325
C  4.89454  -2.55767  0.62248  -1.302
C  3.72808  -3.05422  1.44028  0.771
O  2.57819  -3.01074  1.02431  -0.654
N  3.99036  -3.55905  2.67042  -0.169
C  5.27755  -3.69167  3.32819  -0.849
H  4.52748  -2.18647  -0.33016  0.265
H  5.40176  -1.74314  1.14118  0.374
H  5.59684  -3.36984  0.43158  0.377
H  3.16716  -3.87136  3.16140  0.239
H  5.45444  -4.74369  3.55705  0.290
H  5.26087  -3.12681  4.26150  0.287
H  6.08521  -3.32354  2.70502  0.328
C  -2.46891  -1.53979  -2.36076  -1.108
C  -3.92587  -1.70160  -2.71978  0.579
O  -4.39126  -1.26956  -3.76205  -0.665
N  -4.72511  -2.35450  -1.83020  -0.150
C  -4.35458  -2.93136  -0.55159  -0.778
H  -1.95819  -1.00341  -3.15563  0.271
H  -2.37288  -0.96542  -1.43938  0.239
H  -1.99644  -2.51620  -2.24209  0.554
H  -5.68475  -2.42777  -2.12922  0.242
H  -4.57591  -4.00014  -0.56343  0.283
H  -4.94299  -2.45990  0.23803  0.274
H  -3.29985  -2.79026  -0.34024  0.275

Computed properties:
- E_tot (Eh) = -2466.734080
- 2S+1 = 1

---

No. 6
# C18H30N4O

A molecular structure, C18H30N4O at a distorted geometry (ωB97M-V with the def2-TZVPD basis set, the Open Molecules 2025 dataset).

Last column: Mulliken charge in e.
CARTESIAN COORDINATES (ANGSTROEM)
C  5.12485  -0.42052  0.50220  -1.637
H  5.86750  -0.58139  -0.11280  0.643
H  4.22761  -1.08742  0.25728  0.250
C  4.57898  1.08416  0.18939  0.191
C  3.55231  1.69237  1.32020  -1.881
C  2.44488  0.53811  1.32025  0.562
C  2.07514  0.04454  -0.00743  -0.079
N  0.82350  -0.31753  -0.47998  -0.199
N  0.88943  -0.52622  -1.81217  0.100
C  1.94977  -0.11231  -2.26244  -0.145
C  2.75630  0.37291  -1.48629  -0.326
C  4.12520  1.19225  -1.39007  -0.911
H  3.91646  2.26091  -1.41831  0.317
H  4.70570  0.56388  -2.05145  0.382
H  2.17136  -0.05322  -3.36334  0.356
C  -0.15047  -1.36005  -2.42209  -1.409
H  0.05158  -1.50871  -3.30993  0.648
H  -0.44382  -2.25331  -1.89163  0.327
C  -1.64913  -0.34814  -2.58820  0.621
O  -2.21706  -0.51174  -3.50321  -0.391
N  -1.68339  0.41562  -1.38978  0.208
H  -0.98707  0.00846  -0.67815  0.322
C  -2.94795  0.95394  -1.19271  -0.964
H  -3.48169  0.86015  -2.03018  0.726
H  -2.75657  2.27035  -0.98941  0.218
C  -3.75469  0.30346  0.05548  -1.002
N  -2.72500  0.13681  1.34829  0.996
C  -2.82870  1.21012  1.96757  -1.061
C  -1.35439  1.13381  2.94808  -1.469
C  -0.93234  -0.26029  3.14146  0.188
C  -2.11568  -1.12953  3.03586  -0.872
H  -2.75720  -0.72084  3.93728  0.325
H  -1.76824  -2.19578  3.36725  0.325
C  -2.75180  -1.16726  1.90439  0.268
C  -2.05480  -2.21101  0.92831  -2.030
H  -1.12391  -2.00131  0.54023  0.337
H  -2.19114  -3.04456  1.29161  1.003
H  -2.54718  -2.52475  -0.10063  0.270
H  -3.82519  -1.54870  1.89591  0.036
H  -0.17575  -0.54791  2.10651  -0.208
H  -0.35960  -0.41760  4.10226  0.415
H  -1.47854  1.46578  3.81477  0.770
H  -0.61006  1.82556  2.41577  0.217
H  -3.55031  1.10543  2.94608  0.297
H  -2.80006  2.21434  1.49473  0.278
H  -4.70105  0.88696  0.44928  0.355
H  -4.07169  -0.70418  -0.17113  0.419
H  2.53562  -0.35954  1.97274  0.344
H  1.49447  1.14239  1.67409  -0.393
H  3.34176  2.46997  0.76970  0.450
H  3.98056  1.66233  2.09805  0.949
H  5.43202  1.80988  0.15439  0.434
H  5.28083  -0.30653  1.48501  0.428

Computed properties:
- relative energy (zero: lowest compared OMol25 entry of this formula, charge and spin) (kJ/mol) = 1678.65
- 2S+1 = 1

---

Question: Number 4 is which compound?
Answer: C4H8ClN

---

Question: Number 5 is which compound?
Answer: C13H21N4O8PS2